[1]
Here is a single C18H25Br2NO3 molecule from OMol25. Energies are from the ωB97M-V functional and the def2-TZVPD basis.

```
! wB97M-V def2-TZVPD RIJCOSX def2/J DEFGRID3
* xyz 0 1
O 0.429 2.742 -3.880
Br 0.508 2.965 5.322
Br -2.199 4.396 0.384
O -0.382 2.027 -0.682
O 1.970 1.981 -2.410
C 0.783 2.502 -2.725
C -0.670 3.575 2.617
C 0.781 1.678 2.771
C 0.174 2.737 3.400
C -0.868 3.342 1.248
C -0.165 2.308 0.636
C 0.627 1.447 1.428
N 0.710 -1.064 1.354
C -0.114 3.033 -1.612
C 1.690 -2.172 1.465
C 1.326 0.205 0.872
C 2.292 0.111 -4.044
C 2.768 1.429 -3.493
C -2.819 -3.371 0.247
C -2.833 -2.499 1.480
C -2.059 -2.669 -0.898
C -1.423 -2.197 1.971
C -0.647 -2.235 -0.433
C -0.653 -1.403 0.875
H -1.209 4.432 3.086
H 1.360 0.991 3.386
H 0.416 3.884 -1.254
H -1.130 3.298 -2.012
H 1.248 -3.066 1.863
H 2.478 -1.835 2.127
H 2.066 -2.448 0.476
H 1.353 0.223 -0.210
H 2.364 0.273 1.231
H 1.355 0.215 -4.613
H 3.011 -0.342 -4.687
H 2.141 -0.524 -3.159
H 2.879 2.175 -4.280
H 3.757 1.264 -3.095
H -3.846 -3.564 -0.077
H -2.380 -4.323 0.466
H -3.357 -2.962 2.307
H -3.328 -1.568 1.222
H -2.594 -1.749 -1.182
H -1.992 -3.334 -1.749
H -0.861 -3.115 2.202
H -1.465 -1.601 2.853
H -0.221 -1.612 -1.215
H -0.066 -3.099 -0.262
H -1.202 -0.481 0.683
*
```

HOMO-LUMO gap   8.709 eV

---

[2]
Here is a molecular structure, C42H34BrClHgN5O5PSe from OMol25. Energies are from the ωB97M-V functional and the def2-TZVPD basis.

```
! wB97M-V def2-TZVPD RIJCOSX def2/J DEFGRID3
* xyz -1 2
Hg -0.819 1.585 -1.049
Br -8.202 0.204 -1.687
C -6.296 0.132 -1.563
C -5.608 -0.838 -2.276
C -4.225 -0.885 -2.158
C -3.491 -0.008 -1.347
O -2.180 -0.185 -1.240
C -4.226 1.010 -0.622
C -3.661 2.019 0.250
N -2.353 2.180 0.528
C -1.901 3.026 1.480
C -2.687 3.496 2.551
C -2.164 4.372 3.503
C -0.863 4.824 3.442
C -0.011 4.366 2.405
C 1.329 4.775 2.281
C 2.099 4.322 1.242
C 1.541 3.426 0.333
N 0.304 2.995 0.443
C -0.505 3.455 1.429
C -5.632 1.035 -0.767
H -6.141 -1.540 -2.904
H -3.661 -1.637 -2.704
H -4.381 2.695 0.708
H -3.702 3.138 2.655
H -2.806 4.707 4.312
H -0.477 5.528 4.173
H 1.741 5.456 3.019
H 3.127 4.639 1.121
H 2.110 3.042 -0.508
H -6.192 1.795 -0.235
O -2.250 5.346 -3.044
Cl -1.485 4.156 -3.316
O -1.318 3.959 -4.737
O -2.186 2.985 -2.750
O -0.173 4.251 -2.678
N -2.596 -0.694 1.799
C -1.801 -1.617 2.430
C -2.389 -2.555 3.306
C -1.622 -3.463 4.002
C -0.234 -3.471 3.864
C 0.353 -2.557 3.007
C -0.398 -1.628 2.278
P 0.437 -0.450 1.112
C 1.433 -1.694 0.175
C 0.745 -2.256 -0.906
C 1.308 -3.283 -1.651
C 2.584 -3.748 -1.349
C 3.286 -3.182 -0.293
C 2.712 -2.167 0.471
C 1.645 0.338 2.256
C 1.260 0.636 3.565
C 2.124 1.305 4.424
C 3.390 1.680 3.992
C 3.772 1.420 2.683
C 2.895 0.778 1.815
H -3.580 -0.886 1.749
H -2.228 -0.206 0.993
H -3.468 -2.550 3.421
H -2.108 -4.180 4.657
H 0.375 -4.180 4.412
H 1.431 -2.562 2.895
H -0.250 -1.879 -1.146
H 0.756 -3.724 -2.474
H 3.025 -4.547 -1.935
H 4.281 -3.538 -0.049
H 3.266 -1.758 1.305
H 0.275 0.342 3.915
H 1.804 1.537 5.435
H 4.069 2.189 4.668
H 4.751 1.729 2.330
H 3.185 0.624 0.780
C 3.732 -0.534 -2.328
N 2.574 -1.077 -3.024
C 1.400 -0.436 -3.202
Se 1.008 1.344 -2.907
N 0.567 -1.305 -3.799
C 1.201 -2.516 -4.044
C 0.780 -3.695 -4.629
C 1.704 -4.723 -4.707
C 3.006 -4.571 -4.214
C 3.419 -3.388 -3.623
C 2.490 -2.368 -3.547
H 3.499 0.487 -2.044
H 4.601 -0.534 -2.987
H 3.939 -1.130 -1.440
H -0.382 -1.049 -4.025
H -0.229 -3.808 -5.015
H 1.413 -5.663 -5.159
H 3.705 -5.393 -4.296
H 4.425 -3.268 -3.237
*
```

<S²>   0.806
HOMO-LUMO gap (alpha / beta)   3.668 / 5.896 eV
Energy above the lowest of the compared OMol25 structures with the same formula, charge and spin   31.0 kcal/mol

---

[3]
Here is 2 unconnected molecules or ions with the total composition C4H9NO2 from OMol25. Energies are from the ωB97M-V functional and the def2-TZVPD basis.

```
! wB97M-V def2-TZVPD RIJCOSX def2/J DEFGRID3
* xyz 0 1
C -2.483 0.984 1.098
C -1.458 0.131 0.427
N -0.759 0.431 -0.586
C 0.812 -1.442 -0.558
O 1.006 -1.534 0.632
O 1.629 -0.843 -1.427
C 2.723 -0.167 -0.818
H -2.751 1.841 0.473
H -3.379 0.406 1.339
H -2.058 1.347 2.041
H -1.251 -0.842 0.887
H -0.043 -1.885 -1.083
H -0.971 1.352 -0.968
H 3.311 0.248 -1.637
H 2.367 0.634 -0.161
H 3.317 -0.867 -0.228
*
```

HOMO-LUMO gap   10.805 eV
Energy above the lowest of the compared OMol25 structures with the same formula, charge and spin   43.7 kcal/mol

---

[4]
Here is a single C4H6ClNS molecule from OMol25. Energies are from the ωB97M-V functional and the def2-TZVPD basis.

```
! wB97M-V def2-TZVPD RIJCOSX def2/J DEFGRID3
* xyz 0 1
C 0.231 0.898 0.372
C -1.113 0.597 -0.219
C 0.000 -0.394 -0.278
C -0.063 -1.741 0.510
N 2.222 1.922 -1.953
S 1.347 2.217 -0.807
Cl 0.614 1.084 2.075
H -1.379 1.378 -0.908
H -1.990 0.383 0.500
H 0.383 -0.418 -1.300
H 0.993 -2.081 0.879
H -0.513 -2.314 -0.275
H -0.730 -1.530 1.405
*
```

HOMO-LUMO gap   7.751 eV
Energy above the lowest of the compared OMol25 structures with the same formula, charge and spin   91.2 kcal/mol

---

[5]
Here is a molecular structure, C20H18FN3O4 from OMol25. Energies are from the ωB97M-V functional and the def2-TZVPD basis.

```
! wB97M-V def2-TZVPD RIJCOSX def2/J DEFGRID3
* xyz 0 1
C 0.434 7.267 -2.944
H 0.690 8.352 -3.355
O 0.246 7.404 -1.597
C 0.010 6.184 -0.974
C -0.255 4.942 -1.723
C -0.570 3.782 -0.685
C -0.816 2.516 -1.157
C -1.428 1.472 -0.542
C -1.423 1.586 0.884
C -1.000 2.899 1.485
C -0.840 3.895 0.845
C -0.464 5.094 1.249
C 0.087 6.284 0.288
H 0.195 7.249 0.964
H -0.398 5.303 2.236
H -0.943 2.901 2.691
O -1.497 0.679 1.784
C -2.061 -0.600 1.343
C -1.241 -1.317 0.544
O -1.389 -2.286 -0.122
N 0.114 -1.168 0.858
N 1.344 -1.699 0.564
C 1.733 -2.920 0.505
O 3.049 -3.145 0.595
N 0.548 -3.884 0.211
C 0.920 -5.149 0.304
C -0.030 -5.960 -0.072
C -0.289 -7.338 0.062
C 1.173 -8.044 0.364
C 2.284 -7.211 0.602
C 2.036 -5.878 0.591
H 3.002 -5.341 0.670
H 3.116 -7.741 0.803
F 1.238 -9.350 0.185
H -0.940 -7.982 -0.238
H -1.276 -5.441 -0.055
H -0.203 -3.492 -0.085
H 2.200 -0.884 0.609
H 0.230 -0.456 1.725
H -2.544 -1.266 2.318
H -2.872 -0.315 0.723
H -1.524 0.456 -0.658
H -0.951 2.370 -2.304
H -0.191 4.749 -2.614
H 1.052 6.354 -3.388
H -0.554 7.129 -3.491
*
```

HOMO-LUMO gap   6.810 eV
Energy above the lowest of the compared OMol25 structures with the same formula, charge and spin   442.5 kcal/mol

---

[6]
Here is 2 unconnected molecules or ions with the total composition C2H8IN2O from OMol25. Energies are from the ωB97M-V functional and the def2-TZVPD basis.

```
! wB97M-V def2-TZVPD RIJCOSX def2/J DEFGRID3
* xyz 1 1
C 2.198 0.640 0.129
C -1.846 -0.761 -0.037
N -0.915 -1.043 0.845
N -1.770 0.198 -0.871
O 0.898 1.039 -0.278
I -0.779 -2.769 1.967
H 2.927 0.629 -0.801
H 2.144 -0.383 0.547
H 2.500 1.264 0.971
H -2.827 -1.380 0.059
H -0.167 -0.435 0.853
H -0.931 0.834 -0.995
H 1.079 1.835 -0.709
H -2.509 0.331 -1.679
*
```

HOMO-LUMO gap   8.983 eV
Energy above the lowest of the compared OMol25 structures with the same formula, charge and spin   9.1 kcal/mol